C6H8N2O3S in the gas phase, computed with ωB97M-V/def2-TZVPD.

Output
structure (SMILES): Cc1ncsc1CCO[N+](=O)[O-]
LUMO level: 0.01022 Ha
highest occupied orbital energy: -8.950 eV

Geometry as ORCA input:
```
! RIJCOSX wB97M-V def2-TZVPD def2/J DEFGRID3
* xyz 0 1
C 0.14 -1.30 2.57
C 0.49 -0.08 1.71
N 0.87 0.96 2.36
C 1.28 1.91 1.53
S 1.16 1.55 -0.10
C 0.24 0.07 0.40
C -0.28 -0.87 -0.65
C -1.26 -0.13 -1.40
O -0.89 0.99 -1.98
N -0.07 0.79 -3.16
O 0.06 -0.34 -3.58
O 0.26 1.78 -3.63
H 1.08 -1.30 3.30
H -0.86 -1.02 3.13
H -0.03 -2.43 2.05
H 1.70 2.80 1.81
H -0.76 -1.72 -0.17
H 0.66 -1.08 -1.24
H -1.57 -0.78 -2.21
H -2.22 0.20 -0.75
*
```

C6H8N2OS in the gas phase, computed with ωB97M-V/def2-TZVPD.

Output
structure (SMILES): CC(=O)c1sc(N)nc1C
LUMO level: 0.01281 Ha
highest occupied orbital energy: -8.406 eV

Geometry as ORCA input:
```
! RIJCOSX wB97M-V def2-TZVPD def2/J DEFGRID3
* xyz 0 1
C 0.80 2.64 -0.96
C 1.21 1.20 -0.67
O 2.39 0.79 -0.62
C 0.10 0.39 -0.14
S -1.55 0.81 -0.04
C -1.91 -0.79 0.56
N -3.20 -1.14 0.85
N -0.93 -1.57 0.63
C 0.27 -0.98 0.20
C 1.64 -1.78 0.28
H 1.79 3.06 -1.45
H 0.42 3.10 -0.28
H 0.26 2.63 -1.68
H -3.17 -2.07 1.27
H -3.77 -0.27 1.07
H 2.05 -1.95 -0.63
H 2.16 -1.27 1.02
H 1.45 -2.80 0.58
*
```

2 unconnected molecules or ions with the total composition C6H8N2S, computed with ωB97M-V/def2-TZVPD.

Output
structure (SMILES): [H]/N=C/N=C=C.CC=C=S
LUMO level: 0.00509 Ha
highest occupied orbital energy: -7.876 eV

Geometry as ORCA input:
```
! RIJCOSX wB97M-V def2-TZVPD def2/J DEFGRID3
* xyz 0 1
H 2.41 1.53 -0.86
N 1.88 1.18 -0.08
C 2.25 1.01 1.13
N 1.45 0.60 2.11
C 0.40 0.02 2.26
C -0.54 -0.82 2.57
H 3.28 1.39 1.65
H -0.55 -1.61 3.22
H -1.48 -0.47 2.13
C -2.04 0.16 -1.52
C -0.95 -0.68 -2.20
C 0.29 -0.85 -1.80
S 1.58 -1.58 -1.37
H -2.27 -0.08 -0.49
H -2.90 0.11 -2.15
H -1.56 1.24 -1.49
H -1.26 -1.15 -3.09
*
```

A gas-phase ion, C6H8N3O (charge +1), computed with ωB97M-V/def2-TZVPD.

Output
structure (SMILES): ON1C=[NH+]c2cccn2C1
LUMO level (spin up / spin down): -0.15044 / -0.15046 Ha
highest occupied orbital energy (spin up / spin down): -12.141 / -12.141 eV

Geometry as ORCA input:
```
! RIJCOSX wB97M-V def2-TZVPD def2/J DEFGRID3
* xyz 1 1
O -2.26 2.26 0.14
N -1.42 1.21 0.47
C -0.89 0.96 1.66
N 0.05 0.02 1.73
C 0.70 -0.51 0.66
C 1.74 -1.41 0.61
C 2.03 -1.63 -0.76
C 1.01 -1.01 -1.49
N 0.25 -0.28 -0.61
C -0.68 0.79 -0.90
H -3.20 2.28 0.33
H -1.41 1.55 2.42
H 0.61 -0.15 2.56
H 2.33 -1.93 1.29
H 2.79 -2.24 -1.08
H 0.72 -0.95 -2.47
H -0.12 1.62 -1.32
H -1.60 0.71 -1.62
*
```

A gas-phase ion, C6H8N3O3S (charge -1), computed with ωB97M-V/def2-TZVPD.

Output
LUMO level: 0.11841 Ha
highest occupied orbital energy: -4.336 eV

Geometry as ORCA input:
```
! RIJCOSX wB97M-V def2-TZVPD def2/J DEFGRID3
* xyz -1 1
C 0.07 -1.16 -1.04
C 0.02 0.85 0.43
C 0.23 -1.95 0.00
C 0.51 -0.04 1.56
C 0.26 0.36 -0.96
C 0.42 -1.35 1.33
N -2.13 2.01 0.43
N -1.56 0.93 0.49
N -2.15 -0.16 0.55
O -3.44 0.40 -1.48
O -3.99 -1.60 -0.25
O -4.52 0.60 0.66
S -3.63 -0.21 -0.20
H -0.17 -1.47 -2.02
H 0.55 1.91 0.50
H -0.02 -3.03 -0.23
H 0.75 0.37 2.53
H 1.32 0.72 -1.24
H -0.27 0.88 -1.79
H 0.46 -2.21 2.02
H -1.56 2.86 0.59
*
```

2 unconnected molecules or ions with the total composition C6H8N3S2, computed with ωB97M-V/def2-TZVPD.

Output
LUMO level: -0.18237 Ha
highest occupied orbital energy: -12.788 eV

Geometry as ORCA input:
```
! RIJCOSX wB97M-V def2-TZVPD def2/J DEFGRID3
* xyz 1 1
C -2.12 -0.13 0.94
C -0.88 -0.89 0.87
C -2.48 0.47 -0.26
C -0.29 -0.70 -0.37
C 0.93 1.72 0.90
C 0.89 -1.17 -0.96
N 1.69 1.27 0.08
N 0.11 1.78 1.73
N 1.33 -0.89 -2.18
S -1.32 0.27 -1.47
S 2.15 -1.85 0.05
H -2.70 -0.15 1.84
H -0.52 -1.57 1.59
H -3.36 1.09 -0.64
H 2.00 1.70 -0.78
H 0.02 2.46 2.58
H 2.35 -0.99 -2.28
H 0.74 -0.44 -2.81
H 1.49 -1.97 1.17
*
```

A gas-phase ion, C6H8N3S2 (charge +1), computed with ωB97M-V/def2-TZVPD.

Output
LUMO level: -0.16623 Ha
highest occupied orbital energy: -11.934 eV

Geometry as ORCA input:
```
! RIJCOSX wB97M-V def2-TZVPD def2/J DEFGRID3
* xyz 1 1
C 1.22 1.17 0.90
C 2.52 0.88 1.06
C 0.48 0.27 0.02
C 1.40 -0.61 -0.63
C -0.93 0.55 0.04
C -2.20 -1.68 0.06
N 1.28 -1.40 -1.73
N -1.99 -0.30 0.08
N -1.27 1.82 0.15
S 3.05 -0.52 0.07
S -1.07 -2.81 -0.01
H 0.61 1.94 1.36
H 3.28 1.25 1.65
H -3.24 -1.97 0.17
H 2.12 -1.89 -2.05
H -2.78 0.28 0.46
H -0.69 2.62 0.02
H -2.14 1.99 0.66
H 0.35 -1.60 -2.28
*
```

2 unconnected molecules or ions with the total composition C6H8N4O, computed with ωB97M-V/def2-TZVPD.

Output
structure (SMILES): [O-][n+]1ncc[nH]1.N#CC1CC1
LUMO level: 0.03327 Ha
highest occupied orbital energy: -8.498 eV

Geometry as ORCA input:
```
! RIJCOSX wB97M-V def2-TZVPD def2/J DEFGRID3
* xyz 0 1
O -0.75 -0.92 0.89
N -1.77 -0.52 0.33
N -2.68 -1.18 -0.28
C -3.65 -0.30 -0.61
C -3.29 0.93 -0.18
N -2.14 0.82 0.46
H -4.50 -0.55 -1.30
H -3.76 1.92 -0.17
H -1.73 1.66 0.79
N 0.70 1.88 0.83
C 1.29 0.95 0.68
C 2.01 -0.34 0.47
C 2.49 -0.64 -0.90
C 3.50 -0.40 0.21
H 1.42 -1.09 0.85
H 2.53 0.18 -1.67
H 2.26 -1.74 -1.13
H 4.09 -1.28 0.55
H 3.99 0.64 0.20
*
```

C6H8N4O in the gas phase, computed with ωB97M-V/def2-TZVPD.

Output
structure (SMILES): COn1cc(N)c2nccn21
LUMO level: 0.03305 Ha
highest occupied orbital energy: -8.127 eV

Geometry as ORCA input:
```
! RIJCOSX wB97M-V def2-TZVPD def2/J DEFGRID3
* xyz 0 1
C 2.36 0.24 -2.01
O 1.15 -0.33 -1.51
N 0.80 0.30 -0.35
C -0.50 1.44 -0.53
C -1.37 0.95 0.32
N -2.53 1.56 0.55
C -0.98 -0.25 0.94
N -1.47 -0.97 1.93
C -0.59 -2.01 2.02
C 0.53 -1.83 1.19
N 0.25 -0.62 0.57
H 2.31 1.44 -2.13
H 2.52 -0.22 -2.96
H 3.21 -0.03 -1.20
H -0.32 2.14 -1.22
H -3.30 0.93 0.95
H -2.72 2.22 -0.17
H -0.63 -2.61 2.90
H 1.29 -2.37 0.70
*
```

C6H8N4O in the gas phase, computed with ωB97M-V/def2-TZVPD.

Output
<S²>: 2.03
LUMO level (spin up / spin down): 0.02750 / -0.07425 Ha
highest occupied orbital energy (spin up / spin down): -5.436 / -8.272 eV

Geometry as ORCA input:
```
! RIJCOSX wB97M-V def2-TZVPD def2/J DEFGRID3
* xyz 0 3
C -3.81 0.70 0.40
C -2.48 1.02 0.38
C -3.90 -0.59 -0.04
C -1.77 -0.04 -0.17
C -0.35 -0.19 -0.39
C 3.96 0.25 -0.29
N 0.42 0.83 -0.20
N 1.74 0.80 -0.42
N 2.29 -1.17 0.67
N 2.53 -0.18 -0.06
O -2.70 -1.01 -0.49
H -4.74 1.10 0.68
H -2.11 1.91 0.73
H -4.57 -1.41 -0.22
H -0.20 -1.21 -0.74
H 3.88 0.90 -1.16
H 4.43 0.75 0.49
H 4.39 -0.72 -0.25
H 3.00 -1.73 1.08
*
```

2 unconnected molecules or ions with the total composition C6H8N4O2, computed with ωB97M-V/def2-TZVPD.

Output
structure (SMILES): [H]/N=C(/N)CC#C.Oc1nnco1
LUMO level: 0.02089 Ha
highest occupied orbital energy: -9.785 eV

Geometry as ORCA input:
```
! RIJCOSX wB97M-V def2-TZVPD def2/J DEFGRID3
* xyz 0 1
H -2.22 -4.41 0.39
N -2.28 -3.40 0.32
C -1.23 -2.93 -0.23
N -1.13 -1.58 -0.50
C -0.07 -3.76 -0.75
C 1.24 -3.13 -0.59
C 2.30 -2.58 -0.45
H -0.21 -1.20 -0.52
H -1.85 -1.02 -0.03
H -0.24 -3.95 -1.82
H -0.07 -4.74 -0.25
H 3.32 -2.09 -0.33
O -0.48 1.53 -0.81
C 0.04 2.39 0.05
N 0.43 2.20 1.26
N 0.89 3.44 1.69
C 0.72 4.25 0.71
O 0.17 3.65 -0.39
H -0.52 0.67 -0.35
H 0.94 5.30 0.65
*
```

A gas-phase ion, C6H8N5S (charge +1), computed with ωB97M-V/def2-TZVPD.

Output
structure (SMILES): CSc1nc2nncn2/c1=C\[NH3+]
LUMO level (spin up / spin down): -0.23322 / -0.23221 Ha
highest occupied orbital energy (spin up / spin down): -12.520 / -12.435 eV

Geometry as ORCA input:
```
! RIJCOSX wB97M-V def2-TZVPD def2/J DEFGRID3
* xyz 1 1
C 0.29 -1.18 -3.62
S 0.45 -1.80 -1.93
C 0.11 -0.33 -1.08
N -0.28 0.78 -1.71
C -0.48 1.67 -0.70
N -0.77 2.95 -0.56
N -0.70 3.18 0.79
C -0.47 2.10 1.45
N -0.25 1.08 0.55
C 0.11 -0.20 0.34
C 0.15 -1.45 1.56
N 0.18 -0.93 2.92
H -0.72 -0.65 -3.83
H 0.23 -2.01 -4.19
H 1.14 -0.34 -3.79
H -0.32 2.04 2.56
H 0.83 -2.23 1.46
H -0.70 -0.61 3.19
H 0.90 -0.28 3.13
H 0.31 -1.79 3.46
*
```

Q: Which F_max values were calculated for the entries above? A: 0.12038 0.29158 0.09648 0.07308 0.08698 0.12653 0.06436 0.09282 0.15016 0.13606 0.04702 0.16232, in hartree/bohr.
Q: Which energy relative to the best compared isomer or geometry (same formula, charge and spin) values were calculated for the entries above? A: 148.8 67.3 112.1 87.6 67.8 13.5 0.0 112.0 120.0 30.1 88.2 85.5, in kcal per mole.